Model 1:
2 unconnected molecules or ions with the total composition CH4BrP, computed with ωB97M-V with the def2-TZVPD basis set.

SMILES: C=P.Br
HOMO energy, hartree: -0.3615
HOMO-LUMO gap, eV: 9.907
Total charge: 0

The geometry in XYZ format:
```
7
CH4BrP, DFT ωB97M-V with the def2-TZVPD basis set
C 1.19689 0.29192 -0.26848
P 0.34127 -1.09582 0.16398
Br -4.16441 0.00260 -0.02139
H 1.23138 0.81719 -1.18925
H 1.70574 0.97174 0.41559
H 0.73527 -1.13808 1.53646
H -3.45521 0.89161 0.84878
```

Here are the natural (NBO) charges for atoms 1 to 6, given in e: atom 1 (C): -0.78, atom 2 (P): 0.42, atom 3 (Br): -0.20, atom 4 (H): 0.21, atom 5 (H): 0.21, atom 6 (H): -0.06

***

Model 2:
2 unconnected molecules or ions with the total composition CH4BrP, computed with ωB97M-V with the def2-TZVPD basis set.

HOMO energy (alpha / beta), hartree: -0.3432 / -0.3432
HOMO-LUMO gap (alpha / beta), eV: 7.518 / 7.515
Total charge: 0

The geometry in XYZ format:
```
7
CH4BrP, DFT ωB97M-V with the def2-TZVPD basis set
C 0.34665 0.17832 -0.48363
P -0.73299 0.15589 0.92097
Br -0.67377 -2.01565 -1.74823
H 0.12761 0.83891 -1.30854
H 1.30434 -0.31842 -0.49297
H 0.18351 -0.33951 1.85018
H -0.55536 1.50046 1.26221
```

Here are the natural (NBO) charges for atoms 1 to 6, given in e: atom 1 (C): -0.44, atom 2 (P): 0.41, atom 3 (Br): -0.40, atom 4 (H): 0.22, atom 5 (H): 0.23, atom 6 (H): -0.01

***

Stability verdict: model 1, ahead by 62.0 kJ/mol

***

Model 1:
A molecular structure, C4H7NOS2, computed with ωB97M-V with the def2-TZVPD basis set.

HOMO energy, hartree: -0.3110
HOMO-LUMO gap, eV: 8.773
Total charge: 0

The geometry in XYZ format:
```
15
C4H7NOS2, DFT ωB97M-V with the def2-TZVPD basis set
C -1.31593 -0.17193 0.03182
C 1.09024 0.84313 0.77619
C 2.30723 0.57430 -0.11170
C 3.15696 -0.83112 0.09349
H -1.13004 -2.04354 0.66083
H 0.37801 -1.52180 0.21861
H 1.31174 1.69302 1.35846
H 0.98111 -0.03692 1.47561
H 3.11817 1.41926 -0.81745
H 2.95530 -1.71416 0.94468
H 4.11823 -0.89278 -0.34832
N -0.52895 -1.18423 0.64809
O 1.98745 -0.71006 -0.94327
S -2.99971 -0.36758 -0.21090
S -0.46032 1.27886 -0.11546
```

Here are the natural (NBO) charges for atoms 1 to 6, given in e: atom 1 (C): -0.11, atom 2 (C): -0.61, atom 3 (C): 0.06, atom 4 (C): -0.12, atom 5 (H): 0.40, atom 6 (H): 0.42

***

Model 2:
A single C4H7NOS2 molecule, computed with ωB97M-V with the def2-TZVPD basis set.

SMILES: CCO/N=C\C(=S)S
HOMO energy, hartree: -0.3277
HOMO-LUMO gap, eV: 7.945
Total charge: 0

The geometry in XYZ format:
```
15
C4H7NOS2, DFT ωB97M-V with the def2-TZVPD basis set
C -0.14350 2.10342 0.74825
C -0.68451 0.71363 1.39716
C 1.17941 -1.49766 -0.57433
C 0.19732 -2.04336 -1.60613
H 0.14735 2.62554 1.78804
H -0.94731 2.57721 0.10721
H 0.83412 2.03296 0.28317
H -0.14744 0.69628 2.34178
H -1.81319 0.90994 1.53488
H 2.24038 -1.99918 -0.83146
H -0.75241 -0.14997 -1.66637
N 0.95811 -0.64294 0.38679
O -0.47293 -0.50938 0.53399
S -1.13335 -1.22018 -2.34693
S 0.53796 -3.59632 -2.09606
```

Here are the natural (NBO) charges for atoms 1 to 6, given in e: atom 1 (C): -0.65, atom 2 (C): -0.08, atom 3 (C): -0.02, atom 4 (C): -0.36, atom 5 (H): 0.22, atom 6 (H): 0.22

***

Stability verdict: model 2, ahead by 6.5 kJ/mol

***

Model 1:
A molecular structure, C34H61BeCl2CsF3LiN2O16S, computed with ωB97M-V with the def2-TZVPD basis set.

HOMO energy, hartree: -0.2713
HOMO-LUMO gap, eV: 1.211
Total charge: 0

The geometry in XYZ format:
```
122
C34H61BeCl2CsF3LiN2O16S, DFT ωB97M-V with the def2-TZVPD basis set
C 1.26774 3.61471 1.35473
C 1.34778 2.40566 0.43892
C 0.47967 2.29933 -0.95203
C -0.92295 3.15669 -0.60301
O -1.66888 2.59589 0.53313
C -2.45771 3.75254 1.07207
C -3.89708 3.30470 1.73131
C -3.94144 1.71408 2.18943
C -4.78021 0.87862 1.05153
C -3.99515 -0.42588 0.43593
N -4.05729 -1.66355 1.31586
C -0.11088 0.75857 -1.24131
C 0.32922 -0.33368 -0.10384
O -0.45789 -0.15970 1.16219
C -0.06539 -1.87380 -0.62408
F 1.22070 -2.41875 -1.20036
F -0.38170 -2.73019 0.54428
F -1.08001 -1.88438 -1.70265
O 1.01965 2.96065 -2.11940
C 2.43768 2.80667 -2.38171
C 3.06637 1.29843 -2.24119
C 2.64589 0.50511 -3.65359
O 3.13643 0.84891 -4.84743
C 3.39748 3.99855 -1.70251
C 4.42254 3.46991 -0.55539
C 4.76929 4.61660 0.61216
C 5.64824 3.92227 1.85393
C 4.79352 2.82324 2.72033
O 5.44619 2.36266 3.95858
C 5.30293 0.87085 4.01005
C 5.58387 0.33364 5.56524
H 1.34776 3.45034 2.52044
H 1.18855 4.71058 0.94856
H 2.13413 1.58497 0.80427
H -1.59662 3.03599 -1.57512
H -0.67951 4.30188 -0.52111
H -2.71817 4.54550 0.22039
H -1.80500 4.33326 1.88477
H -4.19860 3.97286 2.67338
H -4.72584 3.55640 0.91218
H -4.57431 1.65378 3.19581
H -2.87947 1.28109 2.43452
H -5.81735 0.56415 1.54702
H -5.07618 1.55624 0.12005
H -2.87868 -0.15986 0.18302
H -4.51903 -0.66851 -0.60608
H -3.73620 -2.48419 0.73813
H -3.32927 -1.56930 2.08664
H 0.22570 0.33534 -2.28455
H -1.30477 0.74589 -1.26772
H 1.48225 -0.37919 0.12406
H 0.26117 -0.00470 1.85378
H 2.55327 3.04513 -3.55131
H 2.74232 0.70756 -1.28504
H 4.26006 1.27004 -2.24827
H 1.92499 -0.41371 -3.51320
H 3.90363 4.67028 -2.54959
H 2.61968 4.72854 -1.16744
H 5.46858 3.27131 -1.09021
H 4.09883 2.51684 0.03622
H 3.71809 4.95779 1.02362
H 5.37905 5.52891 0.14643
H 6.09554 4.71538 2.59267
H 6.53761 3.35341 1.30110
H 4.69302 1.85682 2.02665
H 3.67833 3.20351 2.87768
H 4.21275 0.50955 3.74835
H 6.05182 0.31507 3.29536
H 5.00776 -0.67014 5.80794
H 6.75107 0.18740 5.70986
H 5.22808 1.21286 6.28935
Be -2.63481 -2.37637 -2.44650
Cl -4.38756 -3.09855 -4.64802
N -4.25747 -2.79699 4.39535
C -4.90492 -3.77774 5.10068
C -4.04222 -4.24833 6.06530
C -2.83399 -3.52169 5.94116
C -2.99574 -2.63032 4.90422
H -4.64964 -2.27694 3.62114
H -5.92079 -4.05716 4.85544
H -4.26004 -5.02965 6.78184
H -1.94217 -3.63586 6.54374
H -2.32234 -1.89459 4.48519
C -6.38007 -6.45090 -7.32978
S -5.88793 -4.78236 -7.82538
O -6.47205 -3.82509 -6.82926
C -6.91969 -4.71886 -9.31038
H -5.88025 -6.69565 -6.38950
H -7.46223 -6.49453 -7.18635
H -6.07406 -7.16499 -8.09771
H -7.96827 -4.87007 -9.04370
H -6.59594 -5.48977 -10.01277
H -6.80170 -3.73579 -9.77318
C 3.74591 -4.36537 4.09435
C 4.46768 -3.17247 4.69718
O 4.77997 -2.26199 3.88038
O 4.66304 -3.24588 5.94270
H 3.60681 -4.24312 3.01585
H 4.32641 -5.27653 4.26703
H 2.76199 -4.47766 4.55929
Li -1.46467 -3.75888 3.94413
C -0.15447 -2.07671 8.36718
O 0.18320 -3.13353 7.64347
H -0.92448 -1.40467 7.95168
H -0.56786 -2.26390 9.37283
H 0.64222 -1.35179 8.60558
Cs 0.69538 -4.60870 5.07220
C 0.02327 -1.70696 -7.62416
C -0.29915 -1.90015 -6.17789
O -1.61344 -2.42364 -6.20457
C -1.78493 -3.00349 -7.42851
O -2.73945 -3.69886 -7.73353
O -0.74891 -2.70456 -8.26563
H 1.08722 -1.84460 -7.83561
H -0.28935 -0.72517 -7.99487
H 0.36185 -2.62811 -5.69576
H -0.26618 -0.96302 -5.61542
O 4.50337 6.96156 -2.04972
Cl 4.17562 7.53487 -3.34061
O 5.17432 7.13720 -4.31377
O 4.15225 8.98089 -3.23545
O 2.87260 7.05999 -3.76367
```

Here are the Löwdin charges for atoms 1 to 6, given in e: atom 1 (C): 0.04, atom 2 (C): -0.06, atom 3 (C): -0.33, atom 4 (C): -0.15, atom 5 (O): -0.22, atom 6 (C): -0.18

***

Model 2:
A molecular structure, C34H61BeCl2CsF3LiN2O16S, computed with ωB97M-V with the def2-TZVPD basis set.

HOMO energy, hartree: -0.2774
HOMO-LUMO gap, eV: 2.421
Total charge: 0

The geometry in XYZ format:
```
122
C34H61BeCl2CsF3LiN2O16S, DFT ωB97M-V with the def2-TZVPD basis set
C -1.69731 -1.59097 2.86113
C -1.32340 -1.50465 1.61457
C 0.07584 -1.93131 1.13546
C 1.02046 -1.64178 2.34546
O 1.02533 -0.28132 2.71495
C 1.40034 -0.18605 4.08117
C 2.17043 1.12091 4.36695
C 1.91114 2.22843 3.31377
C 3.11472 2.32697 2.32150
C 2.73138 2.23221 0.84639
N 2.21552 3.49958 0.30027
C 0.64926 -0.98981 0.02803
C -0.26162 0.16312 -0.42385
O -0.31966 1.21001 0.52433
C 0.38818 0.79858 -1.70098
F -0.18169 0.25435 -2.73100
F 0.16884 2.07386 -1.82081
F 1.79413 0.47938 -1.78932
O 0.29120 -3.28024 0.87884
C -0.69185 -4.03798 0.17597
C -1.31113 -3.37805 -1.07904
C -0.29816 -3.51561 -2.22881
O 0.00035 -4.54160 -2.69803
C -1.72564 -4.75275 1.10465
C -3.17811 -4.28422 0.97814
C -3.95209 -4.45443 2.31368
C -5.35107 -3.80508 2.24375
C -5.31664 -2.28142 2.15121
O -6.58299 -1.69284 2.35065
C -6.82600 -0.67426 1.39989
C -7.98610 0.20423 1.89766
H -2.39033 -0.85766 3.25249
H -1.38595 -2.40181 3.51086
H -2.10563 -1.15369 0.93974
H 2.03142 -1.89225 1.98064
H 0.80929 -2.34297 3.15127
H 2.05081 -1.01048 4.38407
H 0.50597 -0.25173 4.71198
H 1.94342 1.51458 5.35773
H 3.22966 0.86081 4.40997
H 1.87492 3.17777 3.85269
H 0.94696 2.10246 2.82293
H 3.63165 3.26847 2.52293
H 3.85799 1.54930 2.50030
H 2.02016 1.42041 0.69343
H 3.65536 1.94779 0.28708
H 2.18789 3.42940 -0.71101
H 1.24448 3.58070 0.58544
H 0.91551 -1.54856 -0.87495
H 1.57323 -0.52331 0.37647
H -1.26365 -0.13203 -0.72448
H -1.25793 1.29229 0.73510
H -0.13641 -4.88359 -0.23297
H -1.61786 -2.33776 -0.94959
H -2.18985 -3.91412 -1.43853
H 0.11377 -2.55123 -2.62745
H -1.60227 -5.84570 1.03619
H -1.39310 -4.49887 2.11732
H -3.68387 -4.95685 0.27396
H -3.32807 -3.25384 0.65680
H -3.35147 -3.92580 3.06390
H -4.05285 -5.50914 2.55532
H -5.97737 -4.08899 3.08973
H -5.79738 -4.19229 1.32166
H -4.99862 -2.02835 1.12861
H -4.52990 -1.87052 2.80281
H -5.96464 -0.00761 1.27259
H -7.08767 -1.07508 0.41579
H -7.91883 1.21615 1.51469
H -8.93211 -0.24951 1.60255
H -7.93818 0.19850 2.98882
Be 3.42585 0.85245 -1.92606
Cl 5.85592 0.42716 -2.71157
N 1.36534 6.59575 1.09358
C 1.61433 7.89855 0.78685
C 0.42239 8.50425 0.45958
C -0.59339 7.52691 0.58062
C 0.01868 6.35447 0.97967
H 2.05755 5.91554 1.36319
H 2.61729 8.28856 0.82389
H 0.29639 9.53303 0.16904
H -1.65943 7.66293 0.40040
H -0.39103 5.37184 1.19363
C 9.24915 1.10174 -5.91401
S 8.96993 -0.35514 -4.89733
O 8.83310 0.10803 -3.48345
C 10.62408 -1.03397 -5.07918
H 8.34068 1.70049 -5.90698
H 10.07460 1.68622 -5.50680
H 9.47260 0.79232 -6.93471
H 11.36174 -0.31394 -4.72432
H 10.80175 -1.27279 -6.12733
H 10.68579 -1.94236 -4.48401
C -4.97796 3.87046 -3.26891
C -6.03185 3.37164 -2.25705
O -5.92126 2.16997 -1.93367
O -6.84425 4.23214 -1.89318
H -4.28379 3.07105 -3.54836
H -5.46418 4.23812 -4.17363
H -4.41417 4.67917 -2.82348
Li -0.62233 5.61192 -0.91518
C -4.17392 7.42421 1.78403
O -3.97672 7.30356 0.44181
H -3.34498 7.06684 2.44616
H -4.33933 8.45470 2.16525
H -5.04605 6.88327 2.20240
Cs -2.94775 5.99789 -1.96988
C 3.63796 -4.39053 -4.29975
C 3.12454 -3.08142 -3.75144
O 4.30064 -2.25834 -3.74719
C 5.15893 -2.77010 -4.67774
O 6.14655 -2.23050 -5.04027
O 4.72745 -3.97160 -5.12869
H 2.89109 -4.92555 -4.87971
H 4.02011 -5.05065 -3.52000
H 2.37320 -2.62142 -4.39905
H 2.71439 -3.18088 -2.74745
O -2.22098 -7.29127 2.91386
Cl -1.15683 -8.26754 2.79190
O -1.41844 -9.11283 1.65159
O -1.10144 -9.06730 3.98718
O 0.10584 -7.57926 2.60223
```

Here are the Löwdin charges for atoms 1 to 6, given in e: atom 1 (C): 0.05, atom 2 (C): -0.10, atom 3 (C): -0.40, atom 4 (C): -0.15, atom 5 (O): -0.15, atom 6 (C): -0.19

***

Stability verdict: model 2, ahead by 1294.9 kJ/mol